Entry 1:
The following is a quantum chemistry calculation of an isolated ion of composition C4H11N2 and charge +1 in a non-equilibrium geometry, from the Open Molecules 2025 dataset.

- E: -268.23039 a.u.
- HOMO energy: -13.018 eV
- SMILES string: CC/C(N)=C/[NH3+]
- Net charge: +1
- Frontier orbital gap: 9.3 eV
- ΔE to the lowest compared entry with this formula, charge and spin: 46.8 kcal/mol

Structure (XYZ):
```
17
C4H11N2, DFT wB97M-V/def2-TZVPD
C -2.169 0.588 -0.140
C -1.056 0.544 0.927
C 0.285 0.200 0.291
N 1.064 1.267 -0.007
C 0.441 -0.989 -0.340
N 1.833 -1.545 -0.461
H -2.492 1.573 -0.482
H -3.005 0.047 0.279
H -1.870 0.186 -1.109
H -1.271 -0.172 1.716
H -0.917 1.521 1.392
H 1.082 2.078 0.595
H 1.642 1.441 -0.813
H -0.229 -1.832 -0.367
H 2.060 -1.972 -1.361
H 2.509 -0.770 -0.427
H 2.093 -2.164 0.308
```


Entry 2:
The following is a quantum chemistry calculation of C59H75BaN4O2S2Sb as an isolated structure in a non-equilibrium geometry, from the Open Molecules 2025 dataset.

- E: -3725.01058 a.u.
- HOMO energy: -2.212 eV
- Net charge: -2
- Frontier orbital gap: 5.7 eV

Structure (XYZ):
```
144
C59H75BaN4O2S2Sb, DFT wB97M-V/def2-TZVPD
Ba 0.067 0.274 0.960
C 3.233 1.349 -0.500
N 2.068 0.973 -1.286
C 2.316 -0.266 -2.010
C 1.574 2.039 -2.180
C 0.074 2.214 -2.012
N -0.334 2.617 -0.659
C -1.800 2.857 -0.673
C -2.502 3.025 0.654
C -3.055 4.240 1.026
C -3.800 4.370 2.191
C -4.026 3.201 2.919
C -3.517 1.949 2.589
C -2.682 1.867 1.447
O -2.067 0.768 1.070
C -3.972 0.740 3.438
C -5.491 0.586 3.256
C -3.329 -0.606 3.070
C -3.686 0.984 4.929
C -4.380 5.696 2.679
C -3.968 5.918 4.142
C -3.860 6.865 1.843
C -5.911 5.679 2.593
C 0.420 3.793 -0.187
C 0.242 4.253 1.243
C 0.081 5.607 1.493
C 0.099 6.119 2.789
C 0.213 5.185 3.816
C 0.362 3.811 3.618
C 0.467 3.336 2.291
O 0.762 2.081 1.970
C 0.446 2.911 4.865
C 0.283 1.408 4.584
C 1.796 3.117 5.561
C -0.686 3.304 5.834
C 0.117 7.619 3.103
C -0.976 8.001 4.108
C 1.480 7.982 3.711
C -0.081 8.464 1.844
H 4.098 1.608 -1.135
H 3.525 0.512 0.139
H 3.010 2.191 0.154
H 3.141 -0.160 -2.736
H 1.419 -0.575 -2.542
H 2.566 -1.065 -1.309
H 1.760 1.777 -3.228
H 2.121 2.964 -2.005
H -0.374 1.234 -2.226
H -0.325 2.922 -2.761
H -2.245 1.983 -1.161
H -2.011 3.736 -1.306
H -2.861 5.100 0.394
H -4.653 3.269 3.804
H -5.732 0.410 2.204
H -6.033 1.478 3.582
H -5.853 -0.270 3.837
H -3.480 -0.890 2.029
H -3.773 -1.373 3.713
H -2.251 -0.625 3.242
H -4.188 1.875 5.315
H -2.617 1.102 5.109
H -4.030 0.122 5.511
H -2.889 5.786 4.264
H -4.464 5.205 4.805
H -4.238 6.928 4.474
H -2.766 6.881 1.824
H -4.213 7.812 2.265
H -4.210 6.807 0.808
H -6.327 4.870 3.198
H -6.236 5.523 1.560
H -6.333 6.627 2.951
H 0.231 4.653 -0.855
H 1.472 3.549 -0.285
H -0.043 6.264 0.638
H 0.209 5.545 4.841
H 1.112 0.999 4.014
H -0.637 1.195 4.033
H 0.227 0.878 5.541
H 2.615 2.820 4.899
H 1.855 2.509 6.471
H 1.944 4.166 5.835
H -1.650 3.311 5.318
H -0.536 4.292 6.277
H -0.740 2.579 6.653
H -0.914 7.406 5.022
H -1.971 7.849 3.685
H -0.879 9.057 4.385
H 1.647 7.445 4.649
H 1.538 9.058 3.917
H 2.290 7.713 3.027
H -1.019 8.222 1.337
H 0.734 8.324 1.129
H -0.111 9.524 2.118
S 0.859 -2.657 2.184
C -0.502 -3.236 1.290
S -1.326 -2.243 0.121
C -1.004 -4.532 1.493
C -2.161 -5.011 0.774
N -3.095 -5.423 0.230
C -0.386 -5.464 2.405
N 0.077 -6.234 3.132
C 1.597 -3.324 -5.076
C 0.258 -3.439 -5.767
C 0.224 -3.860 -7.098
C -0.975 -4.004 -7.785
C -2.167 -3.725 -7.132
C -2.142 -3.306 -5.804
C -0.948 -3.153 -5.093
Sb -0.881 -2.492 -2.978
C -2.992 -2.146 -2.860
C -3.816 -2.910 -2.028
C -5.158 -2.590 -1.866
C -5.686 -1.486 -2.518
C -4.870 -0.710 -3.331
C -3.521 -1.020 -3.514
C -2.684 -0.117 -4.390
C -0.440 -4.474 -2.309
C 0.719 -4.506 -1.523
C 1.203 -5.692 -0.989
C 0.513 -6.871 -1.233
C -0.644 -6.845 -1.998
C -1.143 -5.662 -2.545
C -2.417 -5.735 -3.350
H 2.415 -3.495 -5.778
H 1.689 -4.049 -4.263
H 1.735 -2.335 -4.630
H 1.160 -4.079 -7.602
H -0.975 -4.333 -8.818
H -3.115 -3.837 -7.647
H -3.087 -3.107 -5.303
H -3.409 -3.751 -1.479
H -5.768 -3.195 -1.207
H -6.727 -1.213 -2.381
H -5.275 0.169 -3.821
H -3.228 0.800 -4.618
H -2.409 -0.598 -5.333
H -1.748 0.169 -3.900
H 1.224 -3.578 -1.274
H 2.074 -5.681 -0.345
H 0.847 -7.801 -0.789
H -1.206 -7.761 -2.151
H -3.014 -6.589 -3.024
H -2.209 -5.845 -4.417
H -3.030 -4.840 -3.234
```


Entry 3:
The following is a quantum chemistry calculation of C50H24BCl4F2I4N4O2W as an isolated structure in a non-equilibrium geometry, from the Open Molecules 2025 dataset.

- E: -5612.29664 a.u.
- HOMO energy (spin up / spin down): -10.356 / -10.355 eV
- Net charge: +1
- Frontier orbital gap (spin up / spin down): 5.1 / 5.1 eV
- ΔE to the lowest compared entry with this formula, charge and spin: 101.8 kcal/mol

Structure (XYZ):
```
92
C50H24BCl4F2I4N4O2W, DFT wB97M-V/def2-TZVPD
W -0.298 -0.125 -0.616
I 7.525 -5.227 2.049
C 5.824 -4.010 1.750
C 4.970 -4.340 0.766
C 3.812 -3.618 0.535
C 3.530 -2.492 1.250
C 4.396 -2.121 2.319
C 5.499 -2.912 2.519
C 2.374 -1.557 0.935
C 1.332 -1.358 1.784
C 1.043 -2.019 3.000
C -0.009 -1.393 3.570
C -0.520 -0.468 2.567
C -1.585 0.508 2.712
C -1.997 0.809 4.133
C -3.270 0.547 4.578
C -3.646 0.629 5.893
C -2.709 0.904 6.863
I -3.154 1.044 8.833
C -1.463 1.283 6.423
C -1.082 1.205 5.104
C -2.274 0.838 1.552
N -1.885 0.408 0.366
C -2.960 0.561 -0.606
C -2.162 0.650 -1.899
C -2.696 0.099 -3.171
C -2.677 -1.286 -3.418
C -3.274 -1.828 -4.562
C -3.903 -0.957 -5.463
I -4.838 -1.799 -7.047
C -3.961 0.412 -5.173
C -3.371 0.943 -4.070
C -1.387 1.870 -2.114
C -1.315 3.052 -2.870
C 0.010 3.499 -2.758
C 0.760 2.538 -2.056
N -0.174 1.682 -1.502
C 2.077 2.350 -1.897
C 2.559 1.124 -1.258
C 3.892 0.649 -1.304
C 3.888 -0.547 -0.668
C 2.628 -0.767 -0.202
N 1.743 0.237 -0.623
C 3.125 3.235 -2.475
C 3.334 3.310 -3.825
C 4.234 4.238 -4.327
C 4.937 5.048 -3.474
I 6.090 6.569 -4.305
C 4.637 5.048 -2.145
C 3.809 4.061 -1.617
C -3.951 1.551 0.016
C -3.528 1.654 1.269
N 0.294 -0.527 1.525
H 5.094 -5.233 0.212
H 3.109 -3.844 -0.227
H 4.189 -1.296 2.966
H 6.205 -2.570 3.368
H 1.723 -2.666 3.513
H -0.379 -1.627 4.488
H -4.029 0.252 3.880
H -4.677 0.453 6.167
H -0.766 1.601 7.244
H -0.084 1.462 4.903
H -2.158 -2.029 -2.798
H -3.250 -2.876 -4.777
H -4.548 1.022 -5.802
H -3.497 1.943 -3.827
H -2.222 3.413 -3.333
H 0.402 4.452 -3.133
H 4.653 1.262 -1.764
H 4.802 -1.036 -0.460
H 2.848 2.692 -4.550
H 4.500 4.297 -5.449
H 5.207 5.646 -1.443
H 3.787 3.844 -0.523
H -4.766 2.115 -0.330
H -3.973 2.256 2.075
Cl -2.572 -5.261 2.721
C -2.864 -3.800 1.785
C -4.090 -3.151 1.887
Cl -5.308 -3.696 3.012
C -4.349 -2.128 1.046
Cl -5.856 -1.363 1.032
C -3.362 -1.714 0.179
O -3.718 -0.697 -0.655
C -2.034 -2.287 0.170
O -1.112 -1.904 -0.719
C -1.853 -3.423 0.946
Cl -0.345 -4.192 0.844
F 0.370 -0.053 -3.770
B 0.210 -0.856 -2.739
F 0.482 -2.205 -3.002
```


Entry 4:
The following is a quantum chemistry calculation of a 2-piece molecular cluster, C14H27N2O4 overall in a non-equilibrium geometry, from the Open Molecules 2025 dataset.

- E: -959.89737 a.u.
- HOMO energy (spin up / spin down): -8.620 / -9.817 eV
- Frontier orbital gap (spin up / spin down): 9.1 / 9.9 eV
- 2S+1: 2

Structure (XYZ):
```
47
C14H27N2O4, DFT wB97M-V/def2-TZVPD
C 0.550 2.343 2.842
C 0.482 1.098 1.908
C 1.680 0.216 2.320
C 1.906 -0.956 1.416
C 3.049 -0.972 0.479
O 3.057 -1.742 1.658
C -0.853 0.360 2.193
C -1.603 -0.373 1.053
C -3.049 0.132 0.970
C -1.677 -1.880 1.366
N -0.921 -0.245 -0.268
O -1.573 -0.782 -1.230
C -0.296 1.051 -0.637
C -1.364 2.110 -0.974
C 0.525 0.793 -1.906
C 0.663 1.574 0.446
H 1.002 3.198 2.341
H -0.431 2.634 3.217
H 1.167 2.138 3.719
H 2.593 0.815 2.304
H 1.487 -0.169 3.324
H 1.016 -1.493 1.082
H 3.627 -0.056 0.478
H 2.804 -1.469 -0.453
H -1.558 1.043 2.665
H -0.631 -0.393 2.952
H -3.110 1.201 0.774
H -3.609 -0.425 0.220
H -3.515 -0.044 1.941
H -2.495 -2.068 2.061
H -1.861 -2.445 0.455
H -0.763 -2.241 1.835
H -1.634 2.719 -0.111
H -2.257 1.640 -1.384
H -0.966 2.771 -1.745
H 1.203 1.628 -2.074
H -0.140 0.674 -2.758
H 1.097 -0.127 -1.780
H 1.678 1.312 0.144
H 0.614 2.661 0.392
C -0.043 -2.250 -4.294
N 1.387 -2.393 -4.677
O 2.081 -1.398 -4.662
O 1.766 -3.505 -4.978
H -0.227 -1.211 -4.051
H -0.642 -2.580 -5.137
H -0.216 -2.890 -3.434
```